The following is a quantum chemistry calculation of a gas-phase ion, C6H6N (charge +1) in a non-equilibrium geometry, from the OMol25 dataset.

```
13
Properties=species:S:1:pos:R:3:forces:R:3
C -3.954799 -0.135919 0.163591 0.7 0.3 -0.6
C -2.788517 0.078891 -0.142378 3.1 0.7 0.8
C 1.598545 -0.993665 -0.064982 1.1 -2.1 0.3
C 2.283599 0.301423 -0.008685 3.8 1.3 -0.6
C -0.238632 0.745423 0.026162 -0.6 4.8 0.9
C -1.499240 0.353071 -0.044234 -3.3 -3.0 -0.9
N 0.925984 0.228520 0.099210 -2.2 -1.1 -0.4
H -4.903985 -0.489654 0.229912 -2.3 -0.7 0.3
H 1.683862 -1.480654 -1.011064 -0.7 0.1 -0.9
H 1.654065 -1.753323 0.710264 -0.3 0.6 0.5
H 2.911141 0.647295 0.796696 -0.3 -0.1 0.7
H 2.749944 0.629311 -0.950928 -0.7 0.1 0.2
H -0.421971 1.869278 0.196441 1.8 -0.9 -0.3
```
Forces are in eV/Å.

Summary:
- Total charge: +1
- Expectation value of S²: 2.072
- Total energy: -286.4637 a.u.
- HOMO (spin up / spin down): -13.11 / -15.88 eV
- Molar mass: 92.12 u
- ΔE to the lowest compared entry with this formula, charge and spin: 73.8 kJ/mol
- Spin multiplicity: 3
- Kohn-Sham gap (spin up / spin down): 8.99 / 8.86 eV